Run i
Computed, not measured: C27H30N4O4 in the gas phase, with ωB97M-V/def2-TZVPD.

Results
- Spin multiplicity: 1
- HOMO: -8.61 eV
- HOMO-LUMO gap: 9.23 eV

Geometry (Å):
C: -4.77556 -0.60649 -2.03478
C: -4.45917 -0.76528 -0.55118
O: -3.08013 -0.99705 -0.31989
C: -2.61803 -2.26918 -0.25392
C: -3.29835 -3.40918 -0.66955
C: -2.70784 -4.65609 -0.55541
C: -1.43614 -4.79546 -0.03111
C: -0.74893 -3.67005 0.39014
C: -1.32750 -2.41825 0.27868
N: -0.64428 -1.26868 0.76344
C: -0.92658 -0.88724 2.13869
C: -2.12903 0.06658 2.22085
O: -3.20535 -0.27490 2.66693
N: -1.84429 1.29791 1.77037
C: -2.82421 2.35387 1.70471
C: -3.03221 2.84474 0.26562
C: -1.80131 3.51759 -0.27496
C: -1.39685 4.74706 0.23236
C: -0.25903 5.36890 -0.24701
C: 0.48621 4.77315 -1.25046
C: 0.08706 3.55405 -1.76838
C: -1.04538 2.92699 -1.27809
C: 0.10485 -0.47047 -0.01404
O: 0.59140 0.57241 0.41163
C: 0.30646 -0.95011 -1.43878
C: 1.35702 -0.12215 -2.18495
C: 2.76566 -0.55268 -1.79955
O: 3.43659 -1.27494 -2.50503
N: 3.15906 -0.05368 -0.59701
C: 4.34979 -0.26533 0.08235
C: 5.42815 -0.98153 -0.44146
C: 6.55945 -1.10920 0.34129
C: 6.58755 -0.53034 1.60303
C: 5.46253 0.15779 2.02483
N: 4.37269 0.28940 1.29099
H: -4.19425 0.21094 -2.45532
H: -5.83164 -0.38525 -2.16089
H: -4.53727 -1.51368 -2.58539
H: -5.05929 -1.56138 -0.09995
H: -4.67946 0.16295 -0.01682
H: -4.29155 -3.33703 -1.08312
H: -3.25442 -5.52729 -0.88331
H: -0.98348 -5.77040 0.05526
H: 0.24075 -3.75237 0.81439
H: -1.15130 -1.78939 2.70979
H: -0.03985 -0.39239 2.54440
H: -0.93077 1.47648 1.36833
H: -3.75452 1.94721 2.10937
H: -2.49783 3.18818 2.33521
H: -3.29175 1.99281 -0.36391
H: -3.86830 3.54806 0.26189
H: -1.98375 5.22325 1.00536
H: 0.04454 6.32304 0.15838
H: 1.37236 5.25953 -1.63019
H: 0.65853 3.09667 -2.56341
H: -1.35148 1.97225 -1.68260
H: 0.58391 -2.00592 -1.43938
H: -0.65842 -0.86552 -1.94672
H: 1.24694 -0.27796 -3.25846
H: 1.21547 0.93273 -1.94814
H: 2.47905 0.49126 -0.06658
H: 5.36450 -1.41542 -1.42444
H: 7.41412 -1.65589 -0.03026
H: 7.45608 -0.61144 2.23727
H: 5.42303 0.63080 2.99769

In elementary charge units, the Mulliken charges are: number 1, C, carries -1.207; number 2, C, carries -0.737; number 3, O, carries 0.276; number 4, C, carries 0.705; number 5, C, carries -1.215; number 6, C, carries -0.875; number 7, C, carries -0.834; number 8, C, carries -0.181; number 9, C, carries -0.396; number 10, N, carries 0.267; number 11, C, carries -0.939; number 12, C, carries 0.591; number 13, O, carries -0.701; number 14, N, carries 0.096; number 15, C, carries -0.942; number 16, C, carries -0.175; number 17, C, carries -0.024; number 18, C, carries -0.486; number 19, C, carries -0.681; number 20, C, carries -0.627; number 21, C, carries -0.615; number 22, C, carries 0.380; number 23, C, carries 1.313; number 24, O, carries -1.051; number 25, C, carries -0.686; number 26, C, carries -0.578; number 27, C, carries 0.436; number 28, O, carries -0.679; number 29, N, carries 0.059; number 30, C, carries 0.416; number 31, C, carries -0.342; number 32, C, carries -0.543; number 33, C, carries -0.360; number 34, C, carries -0.392; number 35, N, carries -0.410; number 36, H, carries 0.255; number 37, H, carries 0.441; number 38, H, carries 0.354; number 39, H, carries 0.632; number 40, H, carries 0.319; number 41, H, carries 0.430; number 42, H, carries 0.420; number 43, H, carries 0.428; number 44, H, carries 0.529; number 45, H, carries 0.461; number 46, H, carries 0.528; number 47, H, carries 0.190; number 48, H, carries 0.495; number 49, H, carries 0.412; number 50, H, carries -0.338; number 51, H, carries 0.524; number 52, H, carries 0.423; number 53, H, carries 0.387; number 54, H, carries 0.412; number 55, H, carries 0.487; number 56, H, carries 0.301; number 57, H, carries 0.546; number 58, H, carries 0.267; number 59, H, carries 0.587; number 60, H, carries -0.007; number 61, H, carries 0.040; number 62, H, carries 0.456; number 63, H, carries 0.408; number 64, H, carries 0.368; number 65, H, carries 0.380



Run ii
Computed, not measured: C27H30N4O4 in the gas phase, with ωB97M-V/def2-TZVPD.

Results
- Spin multiplicity: 1
- HOMO: -8.83 eV
- HOMO-LUMO gap: 9.51 eV

Geometry (Å):
C: -5.14789 -2.72631 -0.80547
C: -3.85288 -3.04583 -1.55419
C: -2.75763 -2.12551 -1.10261
C: -1.86592 -2.51651 -0.11335
C: -0.88260 -1.65701 0.33685
C: -0.78683 -0.37896 -0.19353
N: 0.24038 0.49955 0.25326
C: 0.31554 0.96038 1.51724
O: 1.30063 1.53833 1.95626
C: -0.92879 0.79606 2.38355
N: -2.12820 1.20939 1.70530
C: -3.21143 0.40261 1.58125
O: -3.28413 -0.70303 2.08119
C: -4.29416 0.99254 0.78160
C: -5.58202 0.56555 0.58935
C: -6.17694 1.49242 -0.29360
C: -5.21256 2.41254 -0.57542
O: -4.07401 2.12520 0.06909
C: 1.28925 0.81195 -0.72239
C: 2.50749 -0.13141 -0.56383
O: 2.80192 -0.90505 -1.45224
N: 3.14616 0.00687 0.60463
C: 4.29487 -0.78033 1.01419
C: 4.02112 -2.30288 1.01451
C: 5.01103 -2.90207 0.01422
C: 6.19634 -1.94364 0.06527
C: 5.51122 -0.58192 0.08869
C: 1.64420 2.27872 -0.69151
C: 2.94587 2.74366 -0.82884
C: 3.17770 4.10958 -0.81485
C: 2.09708 4.96409 -0.66910
N: 0.85101 4.53512 -0.55885
C: 0.63770 3.23505 -0.57322
C: -1.66462 0.02094 -1.19320
C: -2.64306 -0.84731 -1.63577
H: -5.49232 -1.72650 -1.05938
H: -4.97520 -2.76559 0.26737
H: -5.92527 -3.44071 -1.06618
H: -3.56782 -4.08062 -1.35777
H: -4.01695 -2.93307 -2.62806
H: -1.93906 -3.50657 0.31025
H: -0.18475 -1.97431 1.09760
H: -0.76287 1.39330 3.28765
H: -1.07584 -0.24877 2.67325
H: -2.14812 2.12745 1.28935
H: -6.03122 -0.29533 1.03806
H: -7.18033 1.47702 -0.66610
H: -5.21628 3.28656 -1.19686
H: 0.86935 0.57772 -1.70935
H: 2.77430 0.69232 1.25656
H: 4.53572 -0.44455 2.02572
H: 4.19033 -2.70785 2.01274
H: 2.99099 -2.51130 0.73144
H: 4.57267 -2.88089 -0.98314
H: 5.28178 -3.92731 0.26174
H: 6.76790 -2.09609 0.98312
H: 6.86677 -2.05630 -0.78506
H: 6.16089 0.22187 0.43305
H: 5.15532 -0.34591 -0.91378
H: 3.76644 2.05224 -0.94843
H: 4.17874 4.49921 -0.91455
H: 2.22515 6.03794 -0.64556
H: -0.40077 2.93720 -0.48602
H: -1.58699 1.01330 -1.61453
H: -3.32838 -0.52726 -2.40762

In elementary charge units, the Mulliken charges are: number 1, C, carries -0.909; number 2, C, carries -1.268; number 3, C, carries 1.273; number 4, C, carries -1.156; number 5, C, carries -0.339; number 6, C, carries -0.878; number 7, N, carries 1.054; number 8, C, carries 1.038; number 9, O, carries -0.771; number 10, C, carries -1.396; number 11, N, carries -0.083; number 12, C, carries 0.106; number 13, O, carries -0.661; number 14, C, carries 0.686; number 15, C, carries -0.529; number 16, C, carries -0.494; number 17, C, carries -0.559; number 18, O, carries -0.315; number 19, C, carries 0.929; number 20, C, carries -0.863; number 21, O, carries -0.649; number 22, N, carries 0.116; number 23, C, carries -0.023; number 24, C, carries -0.798; number 25, C, carries -0.564; number 26, C, carries -0.808; number 27, C, carries -0.720; number 28, C, carries 0.463; number 29, C, carries -0.879; number 30, C, carries -0.544; number 31, C, carries -0.503; number 32, N, carries -0.699; number 33, C, carries -0.409; number 34, C, carries -0.160; number 35, C, carries -0.838; number 36, H, carries 0.158; number 37, H, carries 0.268; number 38, H, carries 0.462; number 39, H, carries 0.381; number 40, H, carries 0.350; number 41, H, carries 0.328; number 42, H, carries 0.513; number 43, H, carries 0.490; number 44, H, carries 0.383; number 45, H, carries 0.255; number 46, H, carries 0.669; number 47, H, carries 0.476; number 48, H, carries 0.504; number 49, H, carries 0.760; number 50, H, carries 0.363; number 51, H, carries 0.599; number 52, H, carries 0.401; number 53, H, carries 0.117; number 54, H, carries 0.220; number 55, H, carries 0.405; number 56, H, carries 0.303; number 57, H, carries 0.389; number 58, H, carries 0.387; number 59, H, carries 0.278; number 60, H, carries 0.478; number 61, H, carries 0.430; number 62, H, carries 0.385; number 63, H, carries 0.545; number 64, H, carries 0.446; number 65, H, carries 0.411



Quick one: least stable of them? run ii



Run i
Computed, not measured: a gas-phase ion, C4H8NO2 (charge -1), with ωB97M-V/def2-TZVPD.

Results
- Spin multiplicity: 1
- Total charge: -1
- HOMO: -2.66 eV
- HOMO-LUMO gap: 6.59 eV

Geometry (Å):
C: 0.21567 1.50592 -0.28696
C: -0.36651 0.23688 0.25271
C: -1.18849 0.54952 1.49322
O: -2.37978 0.67979 1.60559
N: 0.53439 -0.89102 0.42994
C: 0.83713 -1.61137 -0.88444
O: -0.07704 -1.36802 -1.84346
H: -0.61747 2.22590 -0.40874
H: 0.95692 1.99316 0.36873
H: 0.63878 1.41884 -1.27849
H: -0.99242 -0.11051 -0.57439
H: -0.51006 0.94451 2.29102
H: -0.04457 -1.64737 0.78589
H: 1.18806 -2.71042 -0.68314
H: 1.80539 -1.21582 -1.26747

In elementary charge units, the Mulliken charges are: number 1, C, carries -1.511; number 2, C, carries 0.811; number 3, C, carries -0.198; number 4, O, carries -0.491; number 5, N, carries -0.746; number 6, C, carries -0.410; number 7, O, carries -0.874; number 8, H, carries 0.321; number 9, H, carries 0.335; number 10, H, carries 0.366; number 11, H, carries 0.315; number 12, H, carries 0.304; number 13, H, carries 0.317; number 14, H, carries 0.261; number 15, H, carries 0.201



Run ii
Computed, not measured: a gas-phase ion, C4H8NO2 (charge -1), with ωB97M-V/def2-TZVPD.

Results
- Spin multiplicity: 1
- Total charge: -1
- HOMO: -2.74 eV
- HOMO-LUMO gap: 6.82 eV

Geometry (Å):
C: 0.57133 1.50808 1.03280
C: 1.29173 0.19504 1.06878
O: 2.24212 -0.06924 1.80403
N: 0.68179 -0.74146 0.27475
C: -0.00942 -0.72386 -1.05315
C: -1.57354 -0.52419 -0.92688
O: -2.03519 0.58072 -0.34404
H: 0.86307 2.18234 0.24230
H: -0.50471 1.20816 0.93080
H: 0.57523 2.06644 1.98327
H: 0.94085 -1.69302 0.49531
H: 0.12373 -1.77099 -1.33477
H: 0.54576 -0.21547 -1.84379
H: -1.88887 -1.37975 -0.27274
H: -1.82388 -0.62281 -2.05667

In elementary charge units, the Mulliken charges are: number 1, C, carries -0.774; number 2, C, carries 0.433; number 3, O, carries -0.694; number 4, N, carries -0.101; number 5, C, carries -0.741; number 6, C, carries -0.340; number 7, O, carries -0.857; number 8, H, carries 0.225; number 9, H, carries 0.239; number 10, H, carries 0.317; number 11, H, carries 0.230; number 12, H, carries 0.329; number 13, H, carries 0.351; number 14, H, carries 0.190; number 15, H, carries 0.191



Quick one: least stable of them? run i



Run i
Computed, not measured: a molecular structure, C2H7ClSi2, with ωB97M-V/def2-TZVPD.

Results
- Spin multiplicity: 1
- HOMO: -9.87 eV
- HOMO-LUMO gap: 10.64 eV

Geometry (Å):
C: -0.41952 -1.29167 0.26402
C: -0.23056 1.34370 -0.17590
Si: 0.94104 -0.20256 -0.67868
Si: -1.57996 0.25618 0.49722
Cl: -3.26605 -0.16284 -0.38836
H: -0.93271 -2.05390 -0.27125
H: 0.09692 -1.90821 0.98856
H: 0.36137 1.70828 0.68749
H: -0.45559 2.04808 -0.94074
H: 2.19148 -0.39307 -0.00657
H: 1.46786 -0.12789 -2.00177
H: -1.82365 0.90930 1.93344

In elementary charge units, the Mulliken charges are: number 1, C, carries -0.901; number 2, C, carries -0.883; number 3, Si, carries 0.504; number 4, Si, carries 0.453; number 5, Cl, carries -0.211; number 6, H, carries 0.344; number 7, H, carries 0.375; number 8, H, carries 0.278; number 9, H, carries 0.442; number 10, H, carries -0.133; number 11, H, carries -0.153; number 12, H, carries -0.116



Run ii
Computed, not measured: C2H7ClSi2 in the gas phase, with ωB97M-V/def2-TZVPD.

Results
- Spin multiplicity: 1
- HOMO: -10.07 eV
- HOMO-LUMO gap: 10.66 eV

Geometry (Å):
C: -0.30613 0.63017 2.22615
C: 0.57159 0.35995 1.30827
Si: 0.62083 0.26649 -0.58647
Si: -0.93508 -0.72999 -1.81680
Cl: 2.28137 -0.84339 -0.79619
H: -0.19255 0.61939 3.28354
H: -1.33480 1.05303 2.09721
H: 1.51185 -0.03592 1.69263
H: 1.43716 1.59071 -0.97381
H: -0.22068 -0.80792 -3.11380
H: -1.24525 -2.06040 -1.26413
H: -2.18830 -0.04213 -2.05659

In elementary charge units, the Mulliken charges are: number 1, C, carries -0.626; number 2, C, carries -0.193; number 3, Si, carries 0.436; number 4, Si, carries 0.335; number 5, Cl, carries -0.268; number 6, H, carries 0.254; number 7, H, carries 0.196; number 8, H, carries 0.248; number 9, H, carries -0.085; number 10, H, carries -0.094; number 11, H, carries -0.084; number 12, H, carries -0.119



Quick one: least stable of them? run ii